# C9H12OS

One molecule with the formula C9H12OS at a distorted geometry (the ωB97M-V functional and the def2-TZVPD basis, the Open Molecules 2025 dataset).

Last column: natural (NBO) charge in e.
Atoms and positions in Å:
S1 4.120 -0.298 0.024  0.927
O1 4.573 1.105 -0.118  -0.792
C1 -2.431 0.274 -0.540  -0.461
C2 -1.706 -1.001 -0.329  -0.092
C3 0.103 -2.324 0.553  -0.346
C4 -0.665 1.209 1.019  -0.422
C5 -0.431 -1.107 0.207  -0.146
C6 2.428 -0.361 -0.738  -0.638
C7 0.265 0.173 0.453  0.017
C8 -1.681 1.532 -0.080  -0.384
C9 1.483 0.493 0.025  -0.210
H1 2.552 0.030 -1.751  0.238
H2 -0.441 -3.235 0.378  0.191
H3 1.042 -2.406 1.074  0.191
H4 -2.247 -1.908 -0.561  0.193
H5 -1.150 1.976 -0.923  0.204
H6 -1.186 0.811 1.892  0.208
H7 2.132 -1.406 -0.772  0.239
H8 -0.123 2.108 1.310  0.217
H9 1.853 1.494 0.203  0.214
H10 -3.389 0.201 -0.009  0.217
H11 -2.698 0.371 -1.598  0.224
H12 -2.403 2.269 0.280  0.211

Values from the calculation:
HOMO energy (spin up / spin down) = -8.6 / -7.6 eV
gap between HOMO and LUMO (spin up / spin down) = 8.458 / 6.796 eV
total energy = -22407.300 eV
LUMO energy (spin up / spin down) = -0.0068 / -0.0281 Eh
2S+1 = 1
energy relative to the best compared isomer or geometry (same formula, charge and spin) = 220.02 kJ/mol

---

# C7H13N

One molecule with the formula C7H13N at a distorted geometry (the ωB97M-V functional and the def2-TZVPD basis, the Open Molecules 2025 dataset).

Last column: natural (NBO) charge in e.
Atoms and positions in Å:
N1 0.040 -0.942 0.928  -0.623
C1 -0.027 1.533 1.009  -0.180
C2 -0.019 -1.532 -0.346  0.000
C3 0.817 0.277 1.039  -0.254
C4 0.278 2.650 0.363  -0.197
C5 0.029 -2.858 -0.534  -0.281
C6 -0.655 3.823 0.471  -0.644
C7 -0.138 -3.458 -1.942  -0.642
H1 0.162 -1.664 1.602  0.375
H2 1.383 0.294 1.978  0.206
H3 -0.939 1.391 1.580  0.199
H4 -1.698 3.527 0.635  0.213
H5 1.175 2.788 -0.225  0.200
H6 0.027 -3.504 0.338  0.185
H7 -0.932 -2.881 -2.425  0.210
H8 -0.104 -0.871 -1.199  0.188
H9 0.811 -3.364 -2.443  0.217
H10 -0.453 4.543 1.266  0.216
H11 1.593 0.317 0.267  0.185
H12 -0.613 -4.435 -1.888  0.216
H13 -0.735 4.366 -0.474  0.210

Values from the calculation:
HOMO energy = -7.8 eV
gap between HOMO and LUMO = 9.031 eV
total energy = -8958.250 eV
LUMO energy = 0.0442 Eh
2S+1 = 1
energy relative to the best compared isomer or geometry (same formula, charge and spin) = 162.34 kJ/mol
SMILES = C/C=C/CN/C=C/C

---

# C46H44FN4O3P2Pd

C46H44FN4O3P2Pd as an isolated structure (the ωB97M-V functional and the def2-TZVPD basis, the Open Molecules 2025 dataset).

Last column: Löwdin spin population.
Atoms and positions in Å:
Pd1 -1.345 -0.923 1.405  1.218
P1 -2.507 -2.002 3.302  0.114
P2 0.227 0.792 1.811  0.144
F1 -0.511 3.808 -3.476  0.000
O1 -1.333 -0.182 -0.738  0.048
O2 -0.383 -2.696 0.607  0.075
O3 0.130 -4.177 -0.975  0.005
N1 1.219 3.047 -5.583  0.000
N2 1.235 -1.406 -3.666  0.006
N3 1.910 3.736 -7.895  0.000
N4 -2.526 0.674 2.271  0.128
C1 0.032 -1.927 -1.633  0.001
C2 -4.953 -5.299 3.169  0.001
C3 -3.462 0.510 3.245  0.009
C4 -3.965 -0.885 3.478  0.011
C5 0.371 4.149 -6.016  0.000
C6 0.754 2.139 -4.591  0.001
C7 -0.829 2.274 1.567  0.010
C8 0.839 -2.245 -2.681  0.005
C9 2.102 -1.918 -4.728  0.000
C10 2.960 2.141 -0.940  0.001
C11 -0.115 2.517 -3.561  0.000
C12 -2.843 -5.886 2.178  -0.001
C13 -3.197 -3.654 3.015  0.025
C14 -0.520 -0.608 -1.580  0.007
C15 2.620 3.430 -5.564  0.000
C16 -1.774 -2.080 4.963  0.014
C17 1.013 4.766 -7.270  0.000
C18 -0.088 0.306 -2.650  0.003
C19 1.107 1.904 5.644  -0.001
C20 -0.650 -2.163 7.505  0.000
C21 3.108 3.459 -7.018  0.000
C22 -0.547 1.622 -2.627  0.001
C23 0.479 1.787 4.411  0.014
C24 -2.083 1.962 2.328  0.010
C25 1.071 1.038 3.398  0.019
C26 0.792 -0.099 -3.659  0.001
C27 2.277 0.378 3.647  0.014
C28 -2.377 -4.600 2.398  0.006
C29 3.186 -0.249 -0.805  -0.001
C30 1.566 0.888 0.580  0.029
C31 -3.674 1.713 3.891  0.008
C32 -4.130 -6.237 2.562  0.004
C33 -2.523 -2.533 6.048  0.004
C34 -1.966 -2.572 7.314  0.001
C35 -0.456 -1.688 5.158  0.000
C36 -2.793 2.654 3.290  0.005
C37 -0.118 -3.041 -0.591  0.006
C38 -4.489 -4.010 3.395  0.008
C39 0.105 -1.725 6.429  0.000
C40 2.895 0.493 4.880  -0.002
C41 2.177 -0.289 0.147  0.005
C42 1.338 -2.259 -5.997  0.000
C43 3.577 0.966 -1.349  0.002
C44 1.961 2.103 0.022  0.008
C45 2.313 1.263 5.880  0.015
C46 1.185 0.826 -4.636  0.001
H1 -3.544 -2.866 5.897  0.000
H2 1.132 -1.415 6.571  0.000
H3 1.380 2.866 -7.978  0.000
H4 -0.621 3.758 -6.240  0.000
H5 0.258 4.942 -5.272  0.000
H6 -4.432 -0.996 4.458  0.003
H7 0.274 5.077 -8.004  0.000
H8 2.796 1.355 6.844  0.001
H9 1.497 3.026 0.345  0.001
H10 -2.201 -6.608 1.690  0.000
H11 3.845 4.238 -7.208  0.000
H12 -4.373 1.896 4.691  0.001
H13 2.741 -0.222 2.875  0.001
H14 1.208 -3.263 -2.731  0.000
H15 -1.386 -4.320 2.059  0.001
H16 3.834 -0.015 5.062  0.000
H17 3.200 2.706 -4.997  0.000
H18 -1.227 1.923 -1.841  0.000
H19 1.829 -1.243 0.530  0.001
H20 2.205 4.021 -8.828  0.000
H21 0.811 -1.391 -6.396  0.000
H22 -0.342 3.182 1.926  0.003
H23 1.650 5.616 -7.034  0.000
H24 1.824 0.530 -5.457  0.000
H25 0.135 -1.362 4.312  0.000
H26 3.659 -1.169 -1.123  0.000
H27 3.269 3.093 -1.355  0.000
H28 0.641 2.490 6.425  0.000
H29 2.762 4.409 -5.089  0.000
H30 -0.482 2.259 4.248  0.001
H31 -2.551 -2.925 8.152  0.000
H32 -4.690 -1.189 2.715  0.000
H33 -5.142 -3.288 3.869  0.001
H34 -4.495 -7.239 2.383  0.000
H35 -0.214 -2.197 8.495  0.000
H36 -2.674 3.694 3.555  0.001
H37 4.373 0.998 -2.085  0.000
H38 0.600 -3.034 -5.795  0.000
H39 2.022 -2.631 -6.759  0.000
H40 3.509 2.498 -7.334  0.000
H41 2.893 -1.189 -4.912  0.000
H42 -5.958 -5.567 3.466  0.000
H43 -0.990 2.367 0.489  0.000
H44 2.588 -2.808 -4.332  0.000

Values from the calculation:
HOMO energy (spin up / spin down) = -8.4 / -8.4 eV
gap between HOMO and LUMO (spin up / spin down) = 5.029 / 5.115 eV
total energy = -85288.684 eV
LUMO energy (spin up / spin down) = -0.1222 / -0.1222 Eh
<S²> = 2.008
2S+1 = 3
net charge = +1

---

- Among the records above, which one has the lowest total energy?
  C46H44FN4O3P2Pd

---

- Which of these has the highest 2S+1?
  C46H44FN4O3P2Pd